Run w
C4H8O3S | ωB97M-V/def2-TZVPD

Positions of all 16 atoms, in Å:
C1 -0.271 -1.435 0.777
C2 0.867 -0.733 0.019
C3 -1.500 -1.148 -0.057
C4 0.261 1.684 -0.690
O1 0.576 0.728 2.174
O2 -2.450 -0.521 0.289
O3 -0.931 1.047 -1.109
S1 1.137 1.006 0.528
H1 -0.052 -2.559 0.730
H2 -0.435 -1.084 1.753
H3 1.686 -1.272 0.453
H4 0.524 -0.747 -1.006
H5 -1.288 -1.658 -0.990
H6 0.575 2.653 -1.072
H7 0.828 1.615 2.599
H8 -1.773 1.585 -0.739

Summary:
- Kohn-Sham gap (Eh) = 0.320

Atom charges from the Mulliken analysis, given in e for atoms 1 to 4: -0.59 -0.84 0.05 -0.27


Run x
C4H8O3S | ωB97M-V/def2-TZVPD

Positions of all 16 atoms, in Å:
C1 1.504 -2.285 0.096
C2 -0.166 0.338 0.310
C3 0.022 1.845 0.057
C4 -1.472 -0.116 -0.066
H1 1.796 -3.144 -0.789
H2 0.594 -2.677 0.745
H3 2.674 -2.374 0.835
H4 -0.052 0.408 1.400
H5 -0.595 2.136 -0.954
H6 -0.647 2.333 1.008
H7 1.345 3.296 0.701
H8 -2.684 -1.387 0.519
O1 1.459 2.088 0.318
O2 -1.840 -1.039 0.989
O3 -2.169 0.192 -1.052
S1 1.165 -0.451 -0.493

Summary:
- Kohn-Sham gap (Eh) = 0.328

Atom charges from the Mulliken analysis, given in e for atoms 1 to 4: -0.72 0.19 -0.61 0.42


Run y
C4H8O3S | ωB97M-V/def2-TZVPD

Positions of all 16 atoms, in Å:
O1 1.692 -1.873 0.170
C1 1.077 -1.462 1.373
C2 -0.425 -1.687 1.320
O2 -1.004 -1.187 0.123
C3 -1.280 0.197 0.101
C4 -0.230 1.021 -0.651
O3 0.770 0.351 -1.170
S1 -0.402 2.634 -0.803
H1 1.520 -2.836 0.044
H2 1.529 -1.974 2.238
H3 1.300 -0.412 1.451
H4 -0.923 -1.260 2.215
H5 -0.637 -2.754 1.302
H6 -2.247 0.325 -0.424
H7 -1.371 0.597 1.087
H8 0.736 -0.571 -0.909

Summary:
- SMILES string = OCCOCC(O)=S
- Kohn-Sham gap (Eh) = 0.332

Atom charges from the Mulliken analysis, given in e for atoms 1 to 4: -0.54 -0.54 -0.36 -0.44


Of them, run y has the highest stability.


Run w
C12H36O6S6 | ωB97M-V/def2-TZVPD

Positions of all 60 atoms, in Å:
C1 -9.725 6.993 0.515
S1 -8.751 5.656 1.439
O1 -9.612 4.414 1.585
C2 -7.399 5.228 0.349
H1 -8.937 7.451 -0.081
H2 -10.246 7.452 1.355
H3 -10.507 6.532 -0.089
H4 -7.153 5.880 -0.489
H5 -7.735 4.277 -0.064
H6 -6.488 4.847 0.812
C3 2.421 -7.026 2.928
S2 3.364 -8.603 2.880
O2 3.622 -8.967 1.452
C4 4.977 -7.931 3.481
H7 1.938 -6.931 1.956
H8 2.955 -6.107 3.166
H9 1.665 -7.116 3.708
H10 5.603 -7.779 2.602
H11 5.467 -8.648 4.138
H12 4.804 -7.056 4.108
C5 6.044 -0.012 0.043
S3 7.076 1.519 0.090
O3 8.600 1.274 0.227
C6 6.741 2.213 -1.572
H13 6.296 -0.854 0.688
H14 6.068 -0.399 -0.975
H15 5.054 0.204 0.444
H16 7.351 3.106 -1.712
H17 5.702 2.541 -1.604
H18 7.007 1.458 -2.312
C7 -2.063 -1.251 0.441
S4 -3.689 -1.928 -0.102
O4 -3.532 -3.398 -0.419
C8 -4.572 -1.801 1.548
H19 -2.140 -0.205 0.737
H20 -1.334 -1.248 -0.369
H21 -1.755 -1.841 1.305
H22 -3.804 -2.000 2.296
H23 -5.422 -2.482 1.597
H24 -4.916 -0.792 1.776
C9 -0.851 7.813 3.325
S5 0.806 7.061 3.014
O5 0.697 5.548 3.103
C10 0.767 7.423 1.207
H25 -1.148 7.301 4.241
H26 -1.559 7.578 2.531
H27 -0.864 8.857 3.638
H28 0.721 8.498 1.029
H29 0.142 6.656 0.751
H30 1.797 7.170 0.953
C11 0.270 -5.489 -6.558
S6 1.778 -4.451 -6.901
O6 1.525 -3.011 -6.532
C12 3.054 -5.067 -5.740
H31 0.735 -6.460 -6.385
H32 -0.407 -5.519 -7.412
H33 -0.329 -5.057 -5.757
H34 4.039 -4.743 -6.075
H35 3.042 -6.139 -5.546
H36 2.813 -4.639 -4.767

Summary:
- Kohn-Sham gap (Eh) = 0.328

Atom charges from the Mulliken analysis, given in e for atoms 1 to 4: -0.80 0.50 -0.63 -0.87


Run x
C12H36O6S6 | ωB97M-V/def2-TZVPD

Positions of all 60 atoms, in Å:
C1 7.131 -19.439 12.328
S1 5.377 -18.812 12.380
O1 4.967 -18.697 13.876
C2 5.529 -17.083 11.636
H1 7.853 -18.850 12.894
H2 7.458 -19.560 11.295
H3 7.123 -20.435 12.772
H4 5.836 -16.932 10.601
H5 6.255 -16.529 12.230
H6 4.624 -16.513 11.844
C3 4.138 -13.394 10.235
S2 3.460 -12.207 11.549
O2 4.229 -10.938 11.172
C4 1.790 -11.990 10.782
H7 5.212 -13.468 10.402
H8 4.052 -12.986 9.227
H9 3.678 -14.377 10.347
H10 2.071 -11.493 9.853
H11 1.362 -11.158 11.342
H12 1.107 -12.834 10.695
C5 2.418 -19.341 9.950
S3 1.328 -17.797 9.928
O3 2.132 -16.627 9.348
C6 0.180 -18.252 8.478
H13 2.001 -20.215 10.449
H14 3.373 -19.138 10.434
H15 2.709 -19.632 8.940
H16 -0.764 -17.714 8.398
H17 -0.062 -19.295 8.678
H18 0.673 -18.021 7.533
C7 0.837 -8.570 11.977
S4 0.583 -6.804 11.658
O4 0.287 -6.817 10.153
C8 -1.028 -6.642 12.484
H19 0.067 -9.130 11.445
H20 1.081 -8.832 13.007
H21 1.723 -8.727 11.361
H22 -0.875 -6.433 13.543
H23 -1.632 -7.548 12.432
H24 -1.684 -5.864 12.093
C9 -1.769 -12.683 11.950
S5 -2.186 -10.891 12.083
O5 -3.708 -10.708 12.082
C10 -1.747 -10.517 13.747
H25 -2.013 -13.018 10.942
H26 -2.313 -13.297 12.667
H27 -0.727 -12.823 12.238
H28 -0.673 -10.643 13.888
H29 -2.271 -11.146 14.466
H30 -2.066 -9.520 14.051
C11 3.816 -7.619 9.132
S6 2.889 -7.824 7.599
O6 3.772 -8.308 6.429
C12 1.980 -9.280 8.237
H31 4.337 -8.568 9.264
H32 3.206 -7.294 9.974
H33 4.603 -6.912 8.870
H34 1.104 -8.941 8.790
H35 2.605 -9.835 8.937
H36 1.701 -9.967 7.438

Summary:
- Kohn-Sham gap (Eh) = 0.311

Atom charges from the Mulliken analysis, given in e for atoms 1 to 4: -0.93 0.46 -0.64 -1.07


Of them, run x has the highest stability.


Run w
C5H11N3 | ωB97M-V/def2-TZVPD

Positions of all 19 atoms, in Å:
C1 -1.450 0.955 0.517
C2 -2.072 1.415 1.594
C3 0.895 -0.423 1.116
N1 1.962 -1.117 0.742
N2 0.788 -0.240 2.428
H1 2.123 -1.302 -0.235
H2 2.647 -1.498 1.399
H3 1.455 -0.598 3.114
H4 -1.698 -0.002 0.089
H5 -0.745 1.561 -0.028
H6 -0.007 0.285 2.767
H7 -2.844 0.849 2.092
H8 -1.894 2.409 1.974
C4 -0.264 -0.147 -3.065
C5 0.926 -0.840 -2.664
N3 1.878 -1.395 -2.355
H9 -0.719 0.305 -2.184
H10 -0.966 -0.850 -3.516
H11 -0.014 0.634 -3.786

Summary:
- Kohn-Sham gap (Eh) = 0.320

Atom charges from the Mulliken analysis, given in e for atoms 1 to 4: -0.23 -0.73 -0.28 -0.17


Run x
C5H11N3 | ωB97M-V/def2-TZVPD

Positions of all 19 atoms, in Å:
H1 0.512 1.861 1.712
N1 0.141 2.525 1.036
C1 -0.396 1.931 0.044
N2 -0.969 2.660 -0.934
N3 -0.529 0.482 -0.288
C2 0.324 -0.479 0.279
C3 0.030 -0.853 1.719
C4 0.035 -1.783 -0.690
C5 0.923 -2.257 -1.566
H2 -0.804 2.314 -1.868
H3 -0.780 3.651 -0.814
H4 -1.436 0.194 -0.631
H5 1.373 -0.191 0.159
H6 0.585 -1.755 2.000
H7 -1.035 -1.040 1.885
H8 0.356 -0.063 2.403
H9 -0.917 -2.291 -0.549
H10 1.867 -1.751 -1.753
H11 0.720 -3.155 -2.145

Summary:
- SMILES string = [H]/N=C(/N)N[C@@H](C)C=C
- Kohn-Sham gap (Eh) = 0.363

Atom charges from the Mulliken analysis, given in e for atoms 1 to 4: 0.27 -0.74 0.40 -0.49


Run y
C5H11N3 | ωB97M-V/def2-TZVPD

Positions of all 19 atoms, in Å:
C1 -0.088 -1.131 0.078
C2 -1.248 -1.584 -0.748
C3 -1.848 1.466 -0.357
C4 1.628 0.106 0.294
N1 2.171 -0.362 1.475
C5 -0.418 1.315 0.031
N2 0.175 0.181 0.330
N3 2.255 0.654 -0.667
H1 0.483 -1.912 0.547
H2 3.112 -0.093 1.707
H3 1.566 -0.828 2.132
H4 3.262 0.630 -0.550
H5 0.228 2.177 0.013
H6 -1.308 -1.010 -1.676
H7 -1.098 -2.634 -1.008
H8 -2.205 -1.526 -0.223
H9 -2.222 2.419 0.020
H10 -1.980 1.467 -1.446
H11 -2.465 0.666 0.049

Summary:
- Kohn-Sham gap (spin up / spin down) (Eh) = 0.265 / 0.265

Atom charges from the Mulliken analysis, given in e for atoms 1 to 4: -0.17 -1.35 -1.15 0.32


Of them, run x has the highest stability.


Run w
C5H11N3 | ωB97M-V/def2-TZVPD

Positions of all 19 atoms, in Å:
C1 0.617 -2.986 -0.356
C2 -0.931 0.002 0.156
C3 1.276 1.238 -1.179
C4 -2.184 2.141 0.490
C5 1.191 -1.336 1.247
N1 -0.558 -1.099 -0.197
N2 -1.742 0.805 0.612
N3 0.405 -1.876 0.329
H1 -0.232 -3.310 -1.007
H2 1.462 -3.708 -0.177
H3 0.958 1.841 -0.284
H4 2.164 1.816 -1.487
H5 1.306 0.127 -1.009
H6 -3.271 2.094 0.667
H7 -2.018 2.305 -0.608
H8 -1.623 2.966 1.005
H9 0.494 1.608 -1.934
H10 1.765 -2.090 1.806
H11 0.921 -0.536 1.925

Summary:
- Kohn-Sham gap (Eh) = 0.272

Atom charges from the Mulliken analysis, given in e for atoms 1 to 4: -0.44 0.38 -0.92 -0.71


Run x
C5H11N3 | ωB97M-V/def2-TZVPD

Positions of all 19 atoms, in Å:
C1 -2.408 -0.215 -0.327
N1 -1.007 -0.001 -0.472
C2 -0.111 -0.291 0.370
C3 -0.301 -0.923 1.729
C4 1.294 0.035 -0.021
N2 2.285 -0.603 0.697
N3 1.686 0.786 -0.970
C5 0.819 1.435 -1.901
H1 -2.731 -0.817 -1.178
H2 -2.898 0.757 -0.411
H3 -2.739 -0.702 0.598
H4 0.148 -0.297 2.499
H5 -1.354 -1.048 1.969
H6 0.173 -1.904 1.746
H7 2.137 -0.760 1.680
H8 3.207 -0.271 0.458
H9 0.009 1.982 -1.411
H10 1.433 2.126 -2.482
H11 0.357 0.711 -2.574

Summary:
- SMILES string = C/N=C(C)/C(N)=N\C
- Kohn-Sham gap (Eh) = 0.348

Atom charges from the Mulliken analysis, given in e for atoms 1 to 4: -0.89 -0.28 1.18 -1.58


Of them, run x has the highest stability.


Run w
C5H11N3 | ωB97M-V/def2-TZVPD

Positions of all 19 atoms, in Å:
N1 -0.098 1.779 -0.557
C1 0.100 0.972 0.670
C2 1.078 -0.227 0.445
N2 2.533 -0.125 -0.049
C3 0.063 -1.533 -0.344
N3 -1.221 -0.747 -0.695
C4 -2.410 -0.025 -0.034
C5 -1.055 -0.034 0.709
H1 -0.663 1.064 -1.119
H2 0.684 2.556 -1.135
H3 0.632 1.465 1.484
H4 1.211 -0.566 1.526
H5 2.628 0.686 -1.026
H6 3.087 -1.072 -0.250
H7 0.743 -1.639 -1.429
H8 0.063 -2.551 0.177
H9 -2.632 0.914 -0.636
H10 -3.427 -0.317 0.704
H11 -1.316 -0.601 1.559

Summary:
- SMILES string = N[C@@H]1[C@H](N)CN2C[C@H]12
- Kohn-Sham gap (Eh) = 0.330

Atom charges from the Mulliken analysis, given in e for atoms 1 to 4: -0.70 0.32 -0.28 -0.59


Run x
C5H11N3 | ωB97M-V/def2-TZVPD

Positions of all 19 atoms, in Å:
C1 -1.174 -0.615 1.272
C2 -2.360 -0.257 -0.837
C3 0.514 1.544 -0.061
C4 1.903 0.827 0.063
C5 2.234 -0.466 -0.110
H1 -1.593 -1.614 1.474
H2 -0.035 -0.782 1.502
H3 -1.572 -0.078 2.114
H4 -3.302 0.620 -0.703
H5 -1.949 -0.504 -2.085
H6 -2.760 -1.216 -0.247
H7 0.680 2.724 -0.093
H8 2.730 1.639 0.255
H9 3.312 -0.614 0.367
H10 0.304 -1.049 -0.358
H11 1.465 -2.670 0.370
N1 -1.131 -0.144 -0.038
N2 -0.792 1.324 0.005
N3 1.354 -1.560 -0.617

Summary:
- Kohn-Sham gap (Eh) = 0.338

Atom charges from the Mulliken analysis, given in e for atoms 1 to 4: -0.93 -0.76 -0.09 -0.14


Run y
C5H11N3 | ωB97M-V/def2-TZVPD

Positions of all 19 atoms, in Å:
C1 -2.365 0.369 1.942
N1 -1.548 1.550 1.518
C2 -0.648 1.427 0.654
N2 -0.627 0.275 -0.199
C3 0.286 -0.659 0.787
C4 0.813 -0.206 -0.434
C5 1.301 -1.050 -1.613
N3 1.439 -0.130 -2.720
H1 -3.043 0.766 2.883
H2 -1.870 -0.336 2.636
H3 -2.908 -0.223 1.181
H4 0.269 2.300 0.507
H5 0.730 -0.047 1.602
H6 -0.408 -1.572 1.011
H7 1.527 0.690 -0.409
H8 2.204 -1.522 -1.232
H9 0.575 -1.584 -2.048
H10 2.049 -0.814 -3.505
H11 2.224 0.767 -2.559

Summary:
- SMILES string = C/N=C\N1C[C@H]1CN
- Kohn-Sham gap (Eh) = 0.368

Atom charges from the Mulliken analysis, given in e for atoms 1 to 4: -0.78 -0.48 0.22 -0.40


Of them, run y has the highest stability.